Entry 1:
DFT (the ωB97M-V functional and the def2-TZVPD basis) results for a structure of composition C34H37AsN5O5S2Y.

HOMO level in hartree: -0.238
Energy above the lowest of the compared OMol25 structures with the same formula, charge and spin in kJ/mol: 268.5
DFT total energy in Ha: -5038.3737
LUMO energy in eV: -0.522
Maximum force in eV Å⁻¹: 0.6
Net charge: 0
Orbital gap in eV: 5.95

Last column: Löwdin charge in e.
Geometry (Å):
Y: -0.08 -0.37 0.59  1.424
C: -1.13 0.61 4.49  -0.080
O: -0.08 0.06 5.27  -0.076
C: 1.12 -0.22 4.67  -0.224
C: 2.24 0.01 5.44  -0.027
C: 3.52 -0.29 4.97  -0.106
C: 3.66 -0.82 3.71  -0.078
C: 2.54 -1.04 2.89  -0.160
C: 2.80 -1.62 1.58  -0.081
N: 1.99 -1.57 0.59  -0.080
N: 2.40 -2.21 -0.57  0.073
C: 1.39 -2.25 -1.40  -0.467
O: 0.22 -1.78 -1.15  -0.205
C: 1.60 -2.87 -2.74  -0.139
C: 0.59 -2.76 -3.69  -0.015
C: 0.77 -3.32 -4.95  -0.082
C: 1.94 -4.00 -5.26  -0.098
C: 2.94 -4.11 -4.30  -0.089
C: 2.78 -3.54 -3.05  -0.033
C: 1.23 -0.78 3.36  -0.296
O: 0.16 -1.03 2.65  -0.221
H: -1.76 1.17 5.18  0.093
H: -1.72 -0.19 4.03  0.064
H: -0.75 1.27 3.70  0.076
H: 2.09 0.43 6.43  0.119
H: 4.38 -0.11 5.60  0.097
H: 4.64 -1.07 3.33  0.108
H: 3.77 -2.11 1.43  0.128
H: -0.31 -2.23 -3.43  0.099
H: -0.02 -3.23 -5.69  0.098
H: 2.07 -4.44 -6.24  0.097
H: 3.86 -4.63 -4.54  0.098
H: 3.55 -3.62 -2.30  0.103
C: -0.88 3.62 -4.93  -0.415
S: 0.49 2.99 -3.94  0.832
C: -0.33 2.00 -2.74  -1.103
S: 0.76 1.34 -1.60  0.590
N: -1.61 1.89 -2.90  -0.004
N: -2.29 1.04 -1.94  -0.091
C: -2.52 -0.30 -2.48  -0.047
C: -2.63 -1.38 -1.63  -0.303
C: -3.01 -2.66 -2.16  -0.043
C: -3.14 -3.73 -1.33  -0.079
C: -2.90 -3.59 0.06  -0.089
C: -2.52 -2.36 0.50  -0.191
N: -2.37 -1.26 -0.28  -0.011
H: -0.43 4.24 -5.70  0.029
H: -1.55 4.22 -4.32  0.032
H: -1.43 2.80 -5.38  0.031
H: -2.77 -0.31 -3.53  0.114
H: -3.19 -2.75 -3.22  0.110
H: -3.43 -4.69 -1.74  0.104
H: -2.99 -4.42 0.74  0.093
H: -2.29 -2.21 1.55  0.103
C: -3.96 0.56 2.04  0.012
C: -3.25 1.14 0.85  -0.350
O: -2.02 1.22 0.84  -0.057
C: -4.06 1.63 -0.29  -0.076
C: -5.36 2.09 -0.06  -0.017
C: -6.12 2.62 -1.08  -0.065
C: -5.61 2.66 -2.37  -0.051
C: -4.35 2.17 -2.64  -0.004
C: -3.58 1.66 -1.60  -0.101
H: -3.24 0.06 2.67  0.064
H: -4.73 -0.13 1.71  0.105
H: -4.44 1.36 2.62  0.099
H: -5.76 2.06 0.95  0.111
H: -7.12 2.99 -0.87  0.108
H: -6.21 3.07 -3.18  0.110
H: -3.94 2.18 -3.64  0.116
H: -1.78 0.96 -1.05  0.073
C: 3.51 1.97 0.87  -0.182
As: 1.87 2.69 1.56  1.003
C: 1.37 4.21 0.50  -0.199
C: 2.20 3.26 3.37  -0.179
O: 0.67 1.55 1.60  -0.607
H: 4.25 2.76 0.77  0.047
H: 3.30 1.54 -0.11  0.019
H: 3.86 1.20 1.55  0.029
H: 1.96 5.08 0.79  0.040
H: 0.31 4.40 0.68  0.047
H: 1.52 3.96 -0.55  0.008
H: 3.00 4.00 3.40  0.043
H: 2.47 2.37 3.94  0.025
H: 1.28 3.68 3.77  0.047

---

Entry 2:
DFT (the ωB97M-V functional and the def2-TZVPD basis) results for the molecule C2H3NP2 in a non-equilibrium geometry.

HOMO level (spin up / spin down) in hartree: -0.304 / -0.297
Energy above the lowest of the compared OMol25 structures with the same formula, charge and spin in kJ/mol: 264.6
DFT total energy in Ha: -815.3249
LUMO energy (spin up / spin down) in eV: -1.781 / -2.176
Maximum force in eV Å⁻¹: 4.1
SMILES: [H]/N=C/C=P#P
Net charge: 0
Orbital gap (spin up / spin down) in eV: 6.49 / 5.90

Last column: natural (NBO) charge in e.
Geometry (Å):
C: 0.78 -0.14 0.04  0.076
C: -0.04 0.99 -0.10  -0.644
N: 0.45 -1.35 0.14  -0.649
P: -1.79 1.09 0.09  0.308
P: -2.76 -0.68 0.03  0.153
H: 1.84 0.34 -0.20  0.168
H: 0.37 1.90 0.05  0.213
H: 1.16 -2.16 -0.05  0.375

---

Entry 3:
DFT (the ωB97M-V functional and the def2-TZVPD basis) results for a cluster of 12 separate species, C34H99N7O15 in total in a non-equilibrium geometry.

HOMO level (spin up / spin down) in hartree: 0.017 / -0.259
Spin multiplicity: 2
DFT total energy in Ha: -2866.3092
LUMO energy (spin up / spin down) in eV: 2.064 / 2.027
Maximum force in eV Å⁻¹: 4.8
Net charge: -1
Orbital gap (spin up / spin down) in eV: 1.61 / 9.06

Last column: Löwdin spin population.
Geometry (Å):
O: -3.22 -1.70 1.27  0.000
H: -3.46 -1.64 0.35  0.000
H: -2.66 -0.93 1.42  0.000
O: -3.28 -1.08 -1.59  0.000
H: -3.02 -1.13 -2.51  0.000
H: -2.65 -0.47 -1.20  0.000
C: -1.27 -1.59 4.08  0.004
C: -2.73 -1.85 4.49  0.001
O: -3.43 -2.80 3.64  0.000
O: -1.29 -0.44 3.26  0.001
H: -0.91 -2.51 3.61  0.002
H: -0.72 -1.26 4.96  0.002
H: -3.28 -0.91 4.41  0.000
H: -2.92 -2.30 5.47  0.000
H: -3.32 -2.61 2.70  0.000
H: -0.37 -0.17 3.30  0.000
C: 5.39 -1.71 0.28  0.034
C: 5.52 -1.55 1.84  0.056
O: 4.57 -2.51 2.41  0.013
O: 6.03 -2.85 -0.30  0.014
H: 5.93 -0.84 -0.10  0.021
H: 4.35 -1.55 0.02  0.003
H: 5.34 -0.53 2.18  0.031
H: 6.47 -1.98 2.16  0.005
H: 4.44 -3.12 1.68  0.002
H: 6.16 -3.63 0.25  0.005
C: 2.73 -6.29 0.72  0.007
C: 2.93 -5.50 2.06  0.008
O: 2.20 -6.13 3.10  0.004
O: 1.32 -6.10 0.35  0.001
H: 2.68 -7.36 0.92  0.001
H: 3.38 -5.88 -0.05  0.003
H: 2.46 -4.53 1.96  0.002
H: 3.98 -5.40 2.37  0.004
H: 1.26 -5.90 3.11  0.002
H: 0.85 -6.85 0.72  0.000
C: -0.44 4.33 4.97  0.017
C: -0.41 2.87 4.41  0.004
C: 0.91 2.13 4.81  0.013
O: 1.10 1.03 3.88  0.008
C: 2.38 0.35 4.03  0.041
N: -1.52 2.09 4.90  0.002
H: -0.58 4.41 6.05  0.001
H: -1.23 5.00 4.61  0.005
H: 0.50 4.79 4.70  0.005
H: -0.36 2.75 3.33  0.004
H: 0.98 2.01 5.89  0.002
H: 1.75 2.80 4.62  0.005
H: 3.15 1.03 3.67  0.019
H: 2.36 -0.44 3.28  0.005
H: 2.56 -0.20 4.95  0.008
H: -1.42 1.18 4.46  0.000
H: -2.30 2.56 4.47  0.002
C: -3.92 2.33 -0.32  0.004
C: -4.30 3.56 0.57  0.005
C: -4.52 4.83 -0.25  0.009
O: -5.79 4.64 -0.92  0.001
C: -5.98 5.41 -2.17  0.005
N: -5.46 3.14 1.35  0.001
H: -3.86 1.38 0.20  0.000
H: -2.98 2.61 -0.81  0.004
H: -4.75 2.28 -1.03  0.000
H: -3.56 3.73 1.36  0.005
H: -3.67 4.90 -0.93  0.005
H: -4.42 5.78 0.29  0.004
H: -5.51 4.86 -2.99  0.001
H: -5.54 6.40 -2.14  0.001
H: -7.03 5.43 -2.46  0.000
H: -5.88 4.05 1.42  0.001
H: -5.98 2.85 0.54  0.000
C: 3.33 0.21 -3.05  0.012
C: 4.08 1.16 -4.10  0.007
C: 4.35 2.59 -3.53  0.022
O: 4.40 3.45 -4.68  0.004
C: 4.20 4.76 -4.11  0.029
N: 5.17 0.27 -4.56  0.005
H: 3.73 0.07 -2.04  0.006
H: 3.25 -0.77 -3.51  0.002
H: 2.28 0.45 -2.89  0.003
H: 3.49 1.36 -4.99  0.001
H: 5.28 2.52 -2.95  0.017
H: 3.53 2.75 -2.83  0.011
H: 4.05 5.51 -4.90  0.004
H: 5.06 5.17 -3.59  0.007
H: 3.27 4.77 -3.55  0.008
H: 5.96 0.86 -4.79  0.002
H: 5.58 -0.20 -3.77  0.003
C: 1.17 0.67 0.40  0.018
C: 0.03 -0.06 -0.25  0.006
C: 0.24 -1.63 -0.26  0.003
O: 1.35 -2.06 -1.10  0.002
C: 1.37 -3.39 -1.40  0.005
N: -1.14 0.31 0.53  0.003
H: 1.02 1.75 0.40  0.011
H: 2.17 0.47 0.03  0.010
H: 1.29 0.40 1.45  0.002
H: -0.13 0.31 -1.27  0.003
H: -0.62 -2.09 -0.75  0.000
H: 0.32 -2.15 0.70  0.002
H: 0.39 -3.68 -1.77  0.000
H: 1.57 -3.96 -0.49  0.001
H: 2.09 -3.69 -2.16  0.003
H: -1.01 -0.11 1.44  0.000
H: -0.99 1.21 0.95  0.005
C: -0.14 -1.11 -4.99  0.005
C: -1.04 -0.18 -4.20  0.001
C: -1.22 1.14 -5.03  0.005
O: -2.26 1.93 -4.41  0.005
C: -1.78 2.89 -3.53  0.016
N: -2.33 -0.88 -4.28  0.001
H: -0.12 -2.11 -4.55  0.001
H: 0.89 -0.84 -5.22  0.001
H: -0.54 -1.26 -5.99  0.001
H: -0.78 0.10 -3.18  0.001
H: -1.70 0.93 -5.98  0.001
H: -0.31 1.70 -5.24  0.003
H: -1.16 2.57 -2.70  0.010
H: -2.64 3.41 -3.11  0.003
H: -1.34 3.77 -4.00  0.011
H: -2.31 -1.38 -5.16  0.000
H: -2.99 -0.13 -4.43  0.000
C: -3.11 -9.28 0.69  0.000
C: -3.82 -8.63 -0.48  0.000
C: -3.80 -7.11 -0.35  0.000
O: -2.52 -6.52 -0.02  0.000
C: -2.35 -5.24 -0.37  0.001
N: -3.09 -8.93 -1.77  0.000
H: -3.63 -9.08 1.63  0.000
H: -2.07 -8.98 0.82  0.000
H: -3.17 -10.36 0.62  0.000
H: -4.87 -8.86 -0.61  0.000
H: -4.61 -6.74 0.29  0.000
H: -4.04 -6.74 -1.34  0.000
H: -3.22 -4.70 0.01  0.000
H: -2.19 -5.04 -1.43  0.000
H: -1.56 -4.87 0.28  0.000
H: -3.53 -8.37 -2.48  0.000
H: -2.12 -8.65 -1.78  0.000
C: 1.00 5.64 -0.38  0.036
C: 1.27 6.27 0.97  0.017
C: 2.69 6.24 1.46  0.029
O: 3.23 4.97 1.29  0.046
C: 2.73 3.79 2.00  0.052
N: 0.92 7.68 0.89  0.008
H: -0.07 5.72 -0.57  0.009
H: 1.16 4.56 -0.42  0.014
H: 1.54 6.09 -1.21  0.009
H: 0.55 5.94 1.72  0.004
H: 2.72 6.61 2.48  0.008
H: 3.27 6.85 0.77  0.007
H: 2.86 3.91 3.07  0.012
H: 3.36 2.91 1.91  0.029
H: 1.71 3.46 1.83  0.005
H: 1.43 8.15 0.16  0.004
H: 1.24 8.22 1.68  0.004

---

Entry 4:
DFT (the ωB97M-V functional and the def2-TZVPD basis) results for a cluster of 16 separate species, H32O16 in total in a non-equilibrium geometry.

HOMO level (spin up / spin down) in hartree: -0.503 / -0.483
Spin multiplicity: 2
Energy above the lowest of the compared OMol25 structures with the same formula, charge and spin in kJ/mol: 148.5
DFT total energy in Ha: -1222.5377
LUMO energy (spin up / spin down) in eV: -3.003 / -11.254
Maximum force in eV Å⁻¹: 2.5
Net charge: +1
Orbital gap (spin up / spin down) in eV: 10.67 / 1.88

Last column: Löwdin spin population.
Geometry (Å):
O: 3.46 -1.62 -1.62  0.002
H: 3.26 -2.36 -1.04  0.000
H: 4.21 -1.18 -1.18  0.000
O: 0.25 -1.83 -3.20  0.030
H: -0.07 -1.48 -4.04  0.000
H: 0.94 -1.24 -2.84  -0.001
O: 1.43 1.18 -2.39  0.109
H: 2.01 1.71 -1.80  0.000
H: 0.61 1.65 -2.17  -0.001
O: -3.35 2.52 2.68  0.004
H: -3.84 2.63 1.85  0.000
H: -2.54 2.86 2.25  0.000
O: 4.33 -1.21 2.12  0.000
H: 3.87 -0.36 2.05  0.000
H: 5.21 -1.04 2.44  0.000
O: 0.49 1.14 5.29  0.417
H: -0.31 0.76 4.88  0.002
H: 1.21 1.08 4.64  0.003
O: 0.62 1.08 -5.58  0.041
H: 1.43 0.57 -5.75  0.000
H: 0.77 2.03 -5.57  0.000
O: 0.06 -5.44 0.02  0.000
H: 0.71 -5.28 -0.67  0.000
H: 0.52 -5.79 0.80  0.000
O: 0.74 3.56 -1.77  0.014
H: -0.13 3.30 -1.42  0.000
H: 0.59 4.49 -1.98  0.000
O: -2.23 0.80 0.60  0.024
H: -1.59 0.28 0.05  0.000
H: -2.33 0.87 1.56  0.000
O: -1.13 -0.33 3.44  0.052
H: -1.10 -0.43 2.49  0.000
H: -1.64 -0.94 3.98  0.000
O: 3.61 2.66 0.53  0.000
H: 3.70 2.69 -0.42  0.000
H: 4.46 2.53 0.97  0.000
O: -2.53 2.41 -1.50  0.156
H: -2.86 1.95 -0.69  -0.004
H: -2.36 1.55 -1.94  -0.001
O: 0.07 -0.94 0.64  0.000
H: 0.88 -0.60 0.23  0.000
H: -0.04 -1.70 0.05  0.000
O: -5.04 0.62 -0.47  0.156
H: -4.17 0.67 -0.07  -0.001
H: -5.24 -0.16 -0.99  0.001
O: -2.58 -4.29 2.16  0.000
H: -2.15 -4.20 1.28  0.000
H: -2.21 -5.20 2.11  0.000

---

Entry 5:
DFT (the ωB97M-V functional and the def2-TZVPD basis) results for a cluster of 3 separate species, C40H78BClFN7O8PS4 in total in a non-equilibrium geometry.

HOMO level (spin up / spin down) in hartree: -0.352 / -0.385
Spin multiplicity: 3
DFT total energy in Ha: -5074.8917
LUMO energy (spin up / spin down) in eV: -2.909 / -2.909
Maximum force in eV Å⁻¹: 3.7
Net charge: +1
Orbital gap (spin up / spin down) in eV: 6.68 / 7.56

Last column: Löwdin spin population.
Geometry (Å):
C: -0.46 2.77 -0.55  0.000
C: -1.26 1.93 0.41  0.000
S: -2.68 1.31 -0.47  0.000
C: -3.27 -0.06 0.55  0.000
C: -3.72 -1.21 -0.37  0.000
C: -2.38 -1.90 -0.76  0.000
C: -2.17 -2.45 -2.17  0.000
C: -1.45 -1.41 -3.01  0.000
S: 0.32 -1.80 -3.11  0.000
C: 1.11 -0.47 -2.44  0.000
S: 1.05 0.97 -3.35  0.000
N: 1.84 -0.64 -1.24  0.000
C: 3.03 -0.03 -0.93  0.000
C: 3.43 -0.49 0.22  0.000
N: 2.50 -1.40 0.71  0.000
C: 1.55 -1.45 -0.18  0.000
C: -4.30 -0.66 -1.62  0.000
N: -5.53 0.21 -1.44  0.000
C: -6.39 0.12 -2.66  0.000
N: -5.58 0.55 -3.78  0.000
C: -6.22 -0.01 -0.13  0.000
C: -7.60 0.58 -0.07  0.000
C: -7.59 2.13 -0.15  0.000
C: -8.45 2.75 -1.25  0.000
C: -7.66 3.44 -2.36  0.000
S: -8.24 5.08 -2.55  0.000
O: -7.87 5.81 -1.40  0.000
O: -9.58 5.02 -2.99  0.000
Cl: -7.11 5.67 -4.10  0.000
C: -6.14 -1.42 0.46  0.000
B: -7.47 -2.24 0.09  0.000
O: -7.86 -2.35 -1.21  0.000
O: -8.24 -2.75 1.09  0.000
C: -4.77 -2.16 0.32  0.000
C: -4.33 -2.54 1.74  0.000
C: -5.23 -3.45 2.54  0.000
F: -4.17 -1.37 2.45  0.000
P: -4.99 -3.71 -0.64  0.000
N: -6.15 -4.58 -0.11  0.000
O: -3.61 -4.49 -0.73  0.000
O: -5.30 -3.20 -2.07  0.000
H: -0.30 2.21 -1.46  0.000
H: 0.48 3.02 -0.11  0.000
H: -0.99 3.66 -0.81  0.000
H: -1.58 2.52 1.24  0.000
H: -0.68 1.11 0.78  0.000
H: -2.47 -0.40 1.19  0.000
H: -4.02 0.29 1.22  0.000
H: -1.60 -1.19 -0.64  0.000
H: -2.18 -2.63 -0.01  0.000
H: -1.51 -3.29 -2.09  0.000
H: -3.05 -2.83 -2.66  0.000
H: -1.53 -0.45 -2.54  0.000
H: -1.87 -1.30 -4.00  0.000
H: 3.52 0.68 -1.55  0.000
H: 4.32 -0.27 0.75  0.000
H: 0.68 -2.06 -0.17  0.000
H: -3.61 -0.08 -2.17  0.000
H: -4.59 -1.44 -2.28  0.000
H: -5.16 1.16 -1.43  0.000
H: -6.74 -0.88 -2.77  0.000
H: -7.24 0.76 -2.57  0.000
H: -5.35 -0.23 -4.38  0.000
H: -6.09 1.20 -4.35  0.000
H: -5.69 0.62 0.55  0.000
H: -8.22 0.24 -0.88  0.000
H: -8.00 0.34 0.89  0.000
H: -6.58 2.52 -0.23  0.000
H: -7.96 2.50 0.77  0.000
H: -9.08 2.01 -1.71  0.000
H: -9.11 3.47 -0.83  0.000
H: -6.60 3.44 -2.17  0.000
H: -7.81 2.95 -3.30  0.000
H: -6.25 -1.24 1.51  0.000
H: -8.41 -3.14 -1.29  0.000
H: -9.11 -2.36 1.15  0.000
H: -3.35 -3.00 1.69  0.000
H: -6.24 -3.49 2.20  0.000
H: -4.86 -4.46 2.51  0.000
H: -5.18 -3.15 3.57  0.000
H: -5.91 -5.51 0.19  0.000
H: -3.37 -4.78 0.16  0.000
H: -5.64 -3.95 -2.56  0.000
C: 8.12 -1.89 -4.20  0.003
C: 7.96 -1.11 -2.86  0.027
C: 9.31 -0.70 -2.25  0.017
C: 10.03 -1.74 -1.39  0.001
C: 9.06 -2.44 -0.43  0.016
C: 7.85 -3.01 -1.16  0.027
N: 7.15 -1.92 -1.89  0.376
O: 6.51 -1.16 -1.07  0.523
C: 8.33 -4.14 -2.08  0.001
C: 6.88 -3.65 -0.18  0.000
C: 7.21 0.16 -3.22  -0.001
H: 7.89 -2.94 -4.11  0.001
H: 7.44 -1.50 -4.95  0.000
H: 9.14 -1.80 -4.60  0.000
H: 9.13 0.17 -1.61  0.002
H: 9.96 -0.36 -3.05  0.002
H: 10.55 -2.48 -2.02  0.000
H: 10.81 -1.24 -0.82  0.001
H: 9.57 -3.24 0.10  0.001
H: 8.73 -1.72 0.33  0.003
H: 7.49 -4.59 -2.61  0.001
H: 8.79 -4.92 -1.47  0.000
H: 9.08 -3.84 -2.81  0.000
H: 6.56 -2.95 0.59  -0.001
H: 7.37 -4.50 0.30  0.000
H: 6.00 -4.02 -0.70  0.000
H: 6.20 -0.05 -3.55  0.000
H: 7.75 0.65 -4.03  0.000
H: 7.16 0.86 -2.38  0.000
C: 2.65 1.98 5.98  0.003
C: 2.67 2.09 4.43  0.027
C: 3.85 1.33 3.80  0.017
C: 5.20 2.06 3.73  0.001
C: 5.01 3.50 3.24  0.016
C: 3.97 4.25 4.06  0.027
N: 2.67 3.52 4.00  0.376
O: 2.11 3.66 2.86  0.524
C: 4.50 4.42 5.49  0.001
C: 3.76 5.66 3.52  0.000
C: 1.41 1.39 3.97  -0.001
H: 2.91 2.92 6.47  0.001
H: 1.65 1.75 6.33  0.000
H: 3.33 1.21 6.35  0.000
H: 3.57 1.07 2.78  0.002
H: 3.97 0.38 4.33  0.001
H: 5.71 2.04 4.70  0.000
H: 5.85 1.53 3.04  0.001
H: 5.96 4.04 3.29  0.001
H: 4.71 3.48 2.19  0.003
H: 3.79 4.97 6.11  0.001
H: 5.42 5.01 5.45  0.000
H: 4.75 3.49 5.99  0.000
H: 3.49 5.66 2.47  -0.001
H: 4.69 6.22 3.63  0.000
H: 2.98 6.18 4.08  0.000
H: 0.52 1.94 4.28  0.000
H: 1.39 0.40 4.43  0.000
H: 1.39 1.25 2.90  0.000